Record 1
Molecular formula: C6H5ClNO3P
Method: DFT, ωB97M-V with the def2-TZVPD basis set

Bonds (Å) are listed after each position.
Cartesian coordinates (Å):
1 C -0.820 -0.545 0.863  C2 1.420, C3 1.418, H13 1.082
2 C 0.141 -1.335 0.176  C1 1.420, C4 1.394, H14 1.116
3 C -0.711 0.868 0.821  C1 1.418, C5 1.408, H15 1.109
4 C 1.248 -0.782 -0.465  C2 1.394, C6 1.413, H16 1.066
5 C 0.453 1.414 0.248  C3 1.408, C6 1.417, H17 1.091
6 C 1.351 0.626 -0.514  C4 1.413, C5 1.417, P11 1.787
7 N 0.901 2.672 -3.888  O8 1.159, O9 1.190
8 O -0.076 3.237 -3.628  N7 1.159
9 O 1.356 2.232 -4.896  N7 1.190
10 O 3.288 2.506 -0.787  P11 1.470
11 P 2.477 1.547 -1.552  C6 1.787, O10 1.470, Cl12 2.027
12 Cl 3.640 0.112 -2.386  P11 2.027
13 H -1.679 -1.025 1.312  C1 1.082
14 H -0.156 -2.380 0.431  C2 1.116
15 H -1.201 1.396 1.664  C3 1.109
16 H 1.985 -1.444 -0.860  C4 1.066
17 H 0.531 2.502 0.257  C5 1.091

Output
- HOMO level (alpha / beta) (eV) = -10.004 / -9.071
- gap between HOMO and LUMO (alpha / beta) (eV) = 8.01 / 7.37
- energy above the lowest of the compared OMol25 structures with the same formula, charge and spin (eV) = 1.466
- net charge = 0
- E (eV) = -35742.8562

=====

Record 2
Molecular formula: C3H8OS2
Method: DFT, ωB97M-V with the def2-TZVPD basis set

Bonds (Å) are listed after each position.
Cartesian coordinates (Å):
1 C -1.176 0.325 -1.347  S2 1.666, H5 1.091, H6 1.132
2 S -0.014 0.380 -0.155  C1 1.666, C3 1.669, O4 1.722, H7 1.480
3 C 1.306 -0.362 -0.858  S2 1.669, H8 1.077, H9 1.078
4 O -0.537 1.765 0.724  S2 1.722, H10 0.970
5 H -2.156 0.788 -1.222  C1 1.091
6 H -0.724 0.143 -2.370  C1 1.132
7 H -0.345 -0.399 1.059  S2 1.480
8 H 2.085 -0.467 -0.121  C3 1.077
9 H 1.675 0.216 -1.690  C3 1.078
10 H -0.032 1.845 1.548  O4 0.970
11 C 1.409 -3.605 1.378  S12 1.707, H13 1.075, H14 1.073
12 S -0.275 -3.533 1.109  C11 1.707
13 H 2.246 -3.997 0.830  C11 1.075
14 H 1.709 -2.946 2.170  C11 1.073

Output
- HOMO level (alpha / beta) (eV) = -7.574 / -7.574
- gap between HOMO and LUMO (alpha / beta) (eV) = 6.68 / 6.68
- energy above the lowest of the compared OMol25 structures with the same formula, charge and spin (eV) = 7.236
- net charge = 0
- E (eV) = -26951.3722

=====

Record 3
Molecular formula: C42H42Cl2F6O3S
Method: DFT, ωB97M-V with the def2-TZVPD basis set

Bonds (Å) are listed after each position.
Cartesian coordinates (Å):
1 C 0.840 1.291 -2.635  C2 1.530, H13 1.092, H14 1.093, H15 1.093
2 C 0.518 0.143 -1.677  C1 1.530, C3 1.533, H16 1.091, H17 1.090
3 C 0.061 -1.138 -2.385  C2 1.533, Cl4 1.791, O5 1.435, H18 1.091
4 Cl -1.596 -1.609 -1.894  C3 1.791
5 O 0.876 -2.266 -2.037  C3 1.435, S6 1.645
6 S 2.350 -2.249 -2.766  O5 1.645, O7 1.455, O8 1.622
7 O 2.196 -2.897 -4.059  S6 1.455
8 O 3.013 -3.397 -1.833  S6 1.622, C9 1.455
9 C 3.148 -3.149 -0.405  O8 1.455, C10 1.538, H19 1.093, H20 1.090
10 C 2.282 -4.074 0.465  C9 1.538, C11 1.527, H21 1.092, H22 1.095
11 C 0.899 -3.600 0.904  C10 1.527, Cl12 1.789, H23 1.081, H24 1.090
12 Cl 0.900 -1.927 1.538  C11 1.789
13 H 1.078 2.180 -2.049  C1 1.092
14 H -0.013 1.536 -3.273  C1 1.093
15 H 1.696 1.042 -3.267  C1 1.093
16 H -0.264 0.465 -0.988  C2 1.091
17 H 1.390 -0.098 -1.069  C2 1.090
18 H 0.022 -1.014 -3.468  C3 1.091
19 H 2.990 -2.088 -0.196  C9 1.093
20 H 4.195 -3.364 -0.189  C9 1.090
21 H 2.861 -4.350 1.350  C10 1.092
22 H 2.126 -4.991 -0.112  C10 1.095
23 H 0.191 -3.641 0.088  C11 1.081
24 H 0.519 -4.236 1.704  C11 1.090
25 F -4.793 -2.830 0.451  C26 1.351
26 C -4.389 -4.112 0.318  F25 1.351, C27 1.380, C31 1.380
27 C -5.245 -5.122 0.707  C26 1.380, C28 1.388, H32 1.081
28 C -4.822 -6.437 0.567  C27 1.388, C29 1.388, H33 1.082
29 C -3.566 -6.719 0.047  C28 1.388, C30 1.388, H34 1.082
30 C -2.727 -5.681 -0.335  C29 1.388, C31 1.388, H35 1.083
31 C -3.135 -4.361 -0.202  C26 1.380, C30 1.388, H36 1.082
32 H -6.218 -4.878 1.111  C27 1.081
33 H -5.480 -7.243 0.863  C28 1.082
34 H -3.243 -7.745 -0.061  C29 1.082
35 H -1.747 -5.896 -0.742  C30 1.083
36 H -2.497 -3.538 -0.494  C31 1.082
37 F 0.279 -0.128 -5.679  C38 1.356
38 C 1.350 0.264 -6.410  F37 1.356, C39 1.380, C43 1.380
39 C 1.228 1.387 -7.203  C38 1.380, C40 1.388, H44 1.082
40 C 2.325 1.785 -7.954  C39 1.388, C41 1.388, H45 1.082
41 C 3.508 1.061 -7.905  C40 1.388, C42 1.388, H46 1.082
42 C 3.598 -0.065 -7.098  C41 1.388, C43 1.388, H47 1.082
43 C 2.513 -0.476 -6.335  C38 1.380, C42 1.388, H48 1.081
44 H 0.293 1.929 -7.229  C39 1.082
45 H 2.252 2.664 -8.581  C40 1.082
46 H 4.359 1.374 -8.495  C41 1.082
47 H 4.518 -0.633 -7.059  C42 1.082
48 H 2.562 -1.341 -5.688  C43 1.081
49 F 1.570 3.212 6.189  C50 1.349
50 C 0.703 2.422 5.523  F49 1.349, C51 1.381, C55 1.381
51 C 1.200 1.391 4.751  C50 1.381, C52 1.388, H56 1.082
52 C 0.299 0.582 4.073  C51 1.388, C53 1.388, H57 1.081
53 C -1.066 0.818 4.166  C52 1.388, C54 1.388, H58 1.082
54 C -1.538 1.863 4.948  C53 1.388, C55 1.388, H59 1.083
55 C -0.650 2.676 5.639  C50 1.381, C54 1.388, H60 1.082
56 H 2.268 1.231 4.689  C51 1.082
57 H 0.650 -0.237 3.461  C52 1.081
58 H -1.760 0.184 3.630  C53 1.082
59 H -2.603 2.048 5.022  C54 1.083
60 H -0.991 3.494 6.259  C55 1.082
61 F -2.847 -1.863 5.653  C62 1.347
62 C -4.081 -1.369 5.433  F61 1.347, C63 1.381, C67 1.381
63 C -4.607 -1.442 4.159  C62 1.381, C64 1.388, H68 1.082
64 C -5.878 -0.930 3.937  C63 1.388, C65 1.389, H69 1.082
65 C -6.595 -0.356 4.978  C64 1.389, C66 1.389, H70 1.082
66 C -6.039 -0.293 6.249  C65 1.389, C67 1.388, H71 1.082
67 C -4.770 -0.803 6.487  C62 1.381, C66 1.388, H72 1.081
68 H -4.028 -1.890 3.362  C63 1.082
69 H -6.306 -0.982 2.944  C64 1.082
70 H -7.584 0.043 4.799  C65 1.082
71 H -6.594 0.156 7.061  C66 1.082
72 H -4.317 -0.767 7.468  C67 1.081
73 F 4.392 0.043 -0.185  C74 1.354
74 C 4.701 1.360 -0.254  F73 1.354, C75 1.380, C79 1.379
75 C 6.022 1.730 -0.406  C74 1.380, C76 1.389, H80 1.082
76 C 6.323 3.085 -0.484  C75 1.389, C77 1.389, H81 1.082
77 C 5.315 4.038 -0.407  C76 1.389, C78 1.388, H82 1.081
78 C 3.997 3.633 -0.251  C77 1.388, C79 1.385, H83 1.081
79 C 3.683 2.286 -0.174  C74 1.379, C78 1.385, H84 1.083
80 H 6.791 0.973 -0.462  C75 1.082
81 H 7.352 3.394 -0.607  C76 1.082
82 H 5.556 5.090 -0.467  C77 1.081
83 H 3.209 4.370 -0.187  C78 1.081
84 H 2.658 1.957 -0.057  C79 1.083
85 F 1.686 6.131 0.021  C86 1.352
86 C 0.511 5.504 -0.213  F85 1.352, C87 1.380, C91 1.381
87 C -0.106 5.675 -1.436  C86 1.380, C88 1.388, H92 1.081
88 C -1.297 5.003 -1.672  C87 1.388, C89 1.389, H93 1.082
89 C -1.846 4.181 -0.696  C88 1.389, C90 1.389, H94 1.082
90 C -1.202 4.028 0.524  C89 1.389, C91 1.388, H95 1.082
91 C -0.010 4.693 0.776  C86 1.381, C90 1.388, H96 1.082
92 H 0.343 6.318 -2.180  C87 1.081
93 H -1.795 5.120 -2.625  C88 1.082
94 H -2.775 3.659 -0.888  C89 1.082
95 H -1.626 3.388 1.288  C90 1.082
96 H 0.514 4.583 1.716  C91 1.082

Output
- HOMO level (eV) = -9.207
- gap between HOMO and LUMO (eV) = 9.80
- net charge = 0
- E (eV) = -102562.2543